# 1
# C26H35BBaN8O6Te

A structure of composition C26H35BBaN8O6Te (the ωB97M-V functional and the def2-TZVPD basis, OMol25).

Energy relative to the best compared isomer or geometry (same formula, charge and spin) (kJ/mol): 0.0
Kohn-Sham gap (eV): 4.53
Total energy (Eh): -2219.8220
E_HOMO (eV): -0.46
M (g mol⁻¹): 831.36

Structure (ORCA input):
```
! RIJCOSX wB97M-V def2-TZVPD def2/J DEFGRID3
* xyz -2 1
Ba -1.486 -0.390 -0.832
C -2.197 -4.127 -4.016
N -1.148 -4.373 -3.046
C -1.255 -5.729 -2.544
C -1.031 -3.277 -2.071
O -1.169 -2.097 -2.623
C 0.344 -3.416 -1.386
O 0.448 -2.511 -0.289
C 1.749 -2.118 0.009
C 2.168 -0.923 -0.845
O 1.396 -0.437 -1.659
N 3.427 -0.446 -0.644
C 3.754 0.876 -1.142
C 4.257 -0.941 0.440
H -2.119 -4.867 -4.819
H -2.075 -3.128 -4.425
H -3.196 -4.204 -3.556
H -1.048 -6.424 -3.367
H -2.251 -5.940 -2.134
H -0.537 -5.918 -1.750
H 1.070 -3.142 -2.162
H 0.518 -4.434 -1.031
H 2.455 -2.950 -0.108
H 1.770 -1.787 1.052
H 2.931 1.230 -1.757
H 4.670 0.848 -1.741
H 3.888 1.562 -0.301
H 3.877 -0.608 1.409
H 5.265 -0.549 0.300
H 4.320 -2.029 0.418
C -4.925 3.158 0.958
C -4.427 1.850 0.838
N -3.649 1.731 -0.227
N -3.622 2.944 -0.814
C -4.375 3.819 -0.118
B -2.715 3.309 -2.012
N -2.872 2.296 -3.171
C -3.033 2.563 -4.481
C -3.011 1.368 -5.171
C -2.821 0.396 -4.172
N -2.746 0.971 -2.980
N -1.233 3.387 -1.534
C -0.340 4.376 -1.722
C 0.833 4.029 -1.082
C 0.557 2.772 -0.513
N -0.684 2.401 -0.795
H -5.582 3.558 1.712
H -4.599 0.993 1.472
H -4.467 4.842 -0.444
H -3.040 4.398 -2.429
H -3.152 3.578 -4.822
H -3.109 1.219 -6.233
H -2.711 -0.676 -4.246
H -0.610 5.256 -2.284
H 1.745 4.600 -1.023
H 1.175 2.138 0.112
C 5.230 1.562 5.364
O 4.119 0.948 5.969
C 3.057 0.643 5.149
C 1.945 0.082 5.801
C 0.849 -0.249 5.041
C 0.771 -0.054 3.654
C -0.464 -0.369 2.934
C -1.515 -1.279 3.550
O -0.711 0.060 1.812
C 1.921 0.513 2.960
O 1.997 0.704 1.721
C 3.054 0.853 3.796
H 5.940 1.772 6.162
H 4.953 2.499 4.871
H 5.702 0.908 4.625
H 1.970 -0.066 6.873
H -0.009 -0.660 5.558
H -1.220 -1.775 4.470
H -1.757 -2.033 2.796
H -2.423 -0.696 3.722
H 3.896 1.288 3.276
Te -2.688 -3.680 -0.297
*
```

Atomic partial charges in e from the Löwdin method, atoms 1 to 4:
1. Ba 1.66
2. C -0.13
3. N -0.24
4. C -0.19



# 2
# C26H35BF4N6O12P2V

A structure of composition C26H35BF4N6O12P2V (the ωB97M-V functional and the def2-TZVPD basis, OMol25).

⟨S²⟩: 3.78
Energy relative to the best compared isomer or geometry (same formula, charge and spin) (kJ/mol): 260.3
Kohn-Sham gap (alpha / beta) (eV): 5.57 / 8.38
Total energy (Eh): -4294.9376
E_HOMO (alpha / beta) (eV): -1.10 / -3.91
M (g mol⁻¹): 823.29

Structure (ORCA input):
```
! RIJCOSX wB97M-V def2-TZVPD def2/J DEFGRID3
* xyz -2 4
V -0.264 0.492 0.965
O 2.683 1.969 3.061
C 1.609 1.602 2.630
O 1.205 1.634 1.403
C 0.532 1.060 3.536
C 0.623 1.137 4.910
C -0.408 0.624 5.679
C -1.497 0.061 5.025
C -1.516 0.023 3.645
N -0.521 0.511 2.894
H 1.509 1.587 5.336
H -0.360 0.648 6.761
H -2.321 -0.364 5.582
H -2.337 -0.437 3.112
N 2.218 2.631 -2.335
C 2.703 2.445 -0.897
C 4.205 2.503 -0.768
P 1.775 3.938 -0.184
O 2.612 4.995 -1.276
O 2.063 4.550 1.130
O 0.412 3.825 -0.781
P 2.099 0.669 -0.576
O 2.647 0.186 -2.120
O 2.876 -0.152 0.371
O 0.599 0.652 -0.798
H 2.460 3.568 -2.661
H 1.182 2.609 -2.192
H 2.521 1.836 -2.903
H 4.615 3.432 -1.170
H 4.664 1.643 -1.261
H 4.439 2.448 0.297
H 2.935 5.695 -0.695
H 2.169 -0.671 -2.155
C -2.317 -0.383 -4.530
C -2.184 1.153 -4.597
C -1.166 1.428 -3.485
O -1.507 0.501 -2.492
C -1.710 -0.736 -3.149
H -1.759 -0.864 -5.335
H -3.358 -0.698 -4.596
H -3.129 1.628 -4.335
H -1.859 1.521 -5.572
H -1.226 2.431 -3.058
H -0.142 1.238 -3.851
H -2.365 -1.336 -2.518
H -0.750 -1.255 -3.257
N -5.237 2.896 -2.032
C -4.458 2.851 -1.185
C -3.493 2.890 -0.137
C -3.481 3.972 0.752
C -2.470 4.006 1.692
C -1.538 2.989 1.732
N -1.565 1.924 0.903
C -2.531 1.897 -0.020
H -4.228 4.750 0.674
H -2.379 4.837 2.378
H -0.710 3.056 2.421
H -2.534 1.055 -0.694
C -1.320 -4.608 -0.346
C 0.087 -4.698 -0.938
C 1.146 -3.994 -0.073
C 2.547 -4.195 -0.687
C 3.662 -3.587 0.165
C 1.150 -4.634 1.288
O 1.319 -5.833 1.467
N 0.979 -3.772 2.308
C 0.748 -2.363 2.242
O 0.704 -1.833 3.339
N 0.611 -1.766 1.039
C 0.849 -2.475 -0.094
O 0.868 -1.986 -1.221
H -2.038 -5.113 -0.994
H -1.634 -3.569 -0.231
H -1.359 -5.086 0.634
H 0.099 -4.236 -1.927
H 0.379 -5.746 -1.039
H 2.540 -3.722 -1.670
H 2.714 -5.268 -0.817
H 3.470 -2.529 0.360
H 4.622 -3.663 -0.351
H 3.745 -4.111 1.120
H 1.017 -4.133 3.248
F -2.014 -0.985 0.520
B -3.412 -1.243 0.781
F -3.944 -0.115 1.433
F -3.511 -2.366 1.605
F -4.054 -1.465 -0.437
*
```

Atomic partial charges in e from the Löwdin method, atoms 1 to 4:
1. V 0.82
2. O 0.08
3. C -0.55
4. O -0.21



# 3
# C26H35BNO2

A cluster of 2 separate species, C26H35BNO2 in total (the ωB97M-V functional and the def2-TZVPD basis, OMol25).

Kohn-Sham gap (eV): 6.70
Total energy (Eh): -1241.4939
E_HOMO (eV): -9.65
M (g mol⁻¹): 404.38

Structure (ORCA input):
```
! RIJCOSX wB97M-V def2-TZVPD def2/J DEFGRID3
* xyz 1 1
C 6.260 5.297 1.361
O 6.174 3.840 1.485
C 4.933 3.328 1.735
C 4.778 1.914 1.717
C 3.517 1.372 1.750
C 2.369 2.189 1.839
C 1.065 1.582 1.424
C -0.281 2.217 1.696
C -1.348 1.576 2.359
C -2.601 2.178 2.406
C -2.826 3.397 1.719
O -4.053 3.961 1.827
C -4.294 5.168 1.061
C -1.773 4.003 0.998
C -0.533 3.387 0.995
C 2.530 3.576 1.952
C 3.790 4.151 1.868
H 7.322 5.569 1.290
H 5.732 5.621 0.445
H 5.821 5.790 2.249
H 5.680 1.304 1.611
H 3.405 0.281 1.708
H 1.075 0.489 1.604
H -1.177 0.589 2.799
H -3.415 1.728 2.970
H -5.363 5.345 1.192
H -3.712 6.022 1.450
H -4.054 5.024 -0.006
H -1.912 4.952 0.479
H 0.261 3.795 0.371
H 1.701 4.259 2.099
H 3.868 5.240 1.803
C -0.093 -4.798 0.651
C -0.927 -3.570 0.349
N -0.877 -3.094 -1.085
C -1.113 -4.181 -2.109
C -2.286 -4.913 -2.242
C -2.396 -5.870 -3.275
C -1.320 -6.057 -4.146
C -0.138 -5.326 -3.975
C -0.042 -4.386 -2.962
C -1.901 -1.957 -1.227
C -1.892 -1.302 -2.601
C -1.757 -0.868 -0.186
B 0.679 -2.872 -1.597
H 1.146 1.705 0.367
H -0.356 -5.115 1.665
H -0.310 -5.626 -0.028
H 0.978 -4.579 0.644
H -1.989 -3.729 0.578
H -0.567 -2.735 0.959
H -3.119 -4.751 -1.565
H -3.310 -6.451 -3.389
H -1.393 -6.792 -4.957
H 0.737 -5.474 -4.623
H 0.911 -3.793 -2.836
H -2.854 -2.481 -1.079
H -2.713 -0.568 -2.611
H -0.963 -0.743 -2.781
H -2.081 -1.996 -3.430
H -2.635 -0.213 -0.239
H -1.734 -1.216 0.844
H -0.886 -0.228 -0.363
H 1.489 -3.350 -0.864
H 0.775 -1.816 -2.145
*
```

Atomic partial charges in e from the Löwdin method, atoms 1 to 4:
1. C -0.06
2. O -0.10
3. C -0.27
4. C -0.01



# 4
# C26H35BrN6O3

A cluster of 2 separate species, C26H35BrN6O3 in total (the ωB97M-V functional and the def2-TZVPD basis, OMol25).

Kohn-Sham gap (eV): 8.47
Total energy (Eh): -4140.0268
E_HOMO (eV): -8.10
M (g mol⁻¹): 559.51

Structure (ORCA input):
```
! RIJCOSX wB97M-V def2-TZVPD def2/J DEFGRID3
* xyz 0 1
C -0.626 0.306 0.194
N -1.795 1.133 0.220
C -1.835 2.450 0.305
O -2.940 2.956 0.281
C -0.565 3.324 0.411
C 0.003 3.346 1.847
C 0.827 2.162 2.269
C 0.476 1.225 3.180
N 1.488 0.292 3.307
C 2.561 0.595 2.496
C 3.802 -0.022 2.273
C 4.696 0.553 1.354
C 4.337 1.726 0.668
C 3.085 2.329 0.892
C 2.166 1.785 1.815
N -0.908 4.692 -0.005
C -0.146 5.622 -0.577
C 1.315 5.344 -0.866
O -0.617 6.706 -0.883
H -0.525 -0.180 1.160
H -0.769 -0.428 -0.591
H 0.279 0.874 -0.008
H -2.699 0.684 0.179
H 0.188 2.928 -0.266
H -0.823 3.478 2.549
H 0.646 4.221 1.952
H -0.465 1.208 3.719
H 1.436 -0.494 3.941
H 4.069 -0.919 2.811
H 5.663 0.099 1.179
H 5.032 2.171 -0.033
H 2.828 3.229 0.359
H -1.881 4.948 0.107
H 1.413 4.419 -1.427
H 1.858 5.292 0.074
H 1.712 6.165 -1.463
C -5.769 -4.136 -1.006
C -4.295 -3.770 -0.904
O -3.980 -3.418 0.453
C -2.664 -3.149 0.782
C -1.633 -3.050 -0.169
C -0.321 -2.753 0.224
N 0.689 -2.490 -0.748
C 0.558 -2.952 -2.150
C -0.175 -1.919 -3.022
C 0.698 -0.733 -3.431
N 1.251 -0.030 -2.267
C 2.347 -0.691 -1.525
C 1.879 -1.655 -0.410
C -0.094 -2.624 1.616
N -1.066 -2.690 2.542
C -2.326 -2.939 2.137
Br -3.680 -3.012 3.486
H -6.392 -3.300 -0.673
H -5.984 -5.008 -0.381
H -6.028 -4.376 -2.042
H -4.093 -2.923 -1.569
H -3.690 -4.623 -1.229
H -1.859 -3.173 -1.217
H 0.013 -3.901 -2.173
H 1.545 -3.162 -2.574
H -0.513 -2.419 -3.934
H -1.063 -1.547 -2.507
H 1.512 -1.078 -4.077
H 0.092 -0.034 -4.016
H 0.506 0.260 -1.636
H 2.981 -1.240 -2.228
H 2.975 0.079 -1.068
H 1.667 -1.036 0.464
H 2.713 -2.312 -0.141
H 0.910 -2.417 1.969
*
```

Atomic partial charges in e from the Löwdin method, atoms 1 to 4:
1. C -0.07
2. N 0.07
3. C -0.45
4. O 0.06



# 5
# C26H35Cl2N3O3PbS

A structure of composition C26H35Cl2N3O3PbS (the ωB97M-V functional and the def2-TZVPD basis, OMol25).

Kohn-Sham gap (eV): 7.19
Total energy (Eh): -2913.0727
E_HOMO (eV): -6.84
M (g mol⁻¹): 747.76

Structure (ORCA input):
```
! RIJCOSX wB97M-V def2-TZVPD def2/J DEFGRID3
* xyz 0 1
Pb -0.442 -0.255 0.280
C -3.529 -1.660 0.229
N -2.326 -2.269 -0.278
C -2.386 -2.446 -1.756
C -2.911 -1.290 -2.633
C -2.006 -0.092 -2.793
N -1.902 0.733 -1.559
C -2.067 2.005 -1.739
C -2.083 3.079 -0.769
C -2.414 4.415 -1.218
C -2.622 5.411 -0.254
C -2.368 5.159 1.115
C -2.086 3.916 1.555
C -1.898 2.808 0.650
O -1.637 1.645 1.152
C -2.023 -3.626 0.320
C -1.966 -3.719 1.892
C -1.127 -2.709 2.639
N 0.260 -2.407 2.135
C 0.941 -3.316 1.531
C 2.106 -3.220 0.687
C 3.218 -3.924 1.139
C 4.419 -3.938 0.430
C 4.476 -3.223 -0.760
C 3.432 -2.474 -1.198
C 2.159 -2.496 -0.521
O 1.129 -1.913 -1.018
H -4.387 -2.300 -0.065
H -3.621 -0.679 -0.217
H -3.447 -1.514 1.321
H -3.011 -3.345 -1.960
H -1.334 -2.707 -2.014
H -3.937 -1.002 -2.270
H -3.050 -1.617 -3.662
H -2.336 0.529 -3.621
H -1.011 -0.511 -3.035
H -2.179 2.375 -2.781
H -2.534 4.604 -2.263
H -3.033 6.352 -0.548
H -2.534 5.969 1.800
H -1.830 3.775 2.587
H -1.043 -3.948 -0.050
H -2.829 -4.298 -0.040
H -1.549 -4.687 2.137
H -2.970 -3.740 2.337
H -1.038 -3.136 3.660
H -1.602 -1.714 2.785
H 0.647 -4.417 1.652
H 3.112 -4.466 2.060
H 5.310 -4.375 0.828
H 5.398 -3.271 -1.337
H 3.500 -1.795 -2.089
Cl 2.805 0.964 3.844
C 1.366 0.043 4.287
Cl -0.115 0.929 4.509
H 1.643 -0.497 5.186
H 1.181 -0.737 3.501
O 1.304 1.466 -0.297
S 2.788 1.586 -0.634
C 2.828 2.333 -2.285
C 2.639 3.841 -2.094
C 2.914 4.302 -0.623
C 3.406 3.108 0.216
H 2.094 1.779 -2.879
H 3.837 2.194 -2.744
H 1.573 4.098 -2.282
H 3.350 4.434 -2.763
H 2.079 4.857 -0.186
H 3.762 5.011 -0.644
H 3.014 2.998 1.232
H 4.493 3.012 0.186
*
```

Atomic partial charges in e from the Löwdin method, atoms 1 to 4:
1. Pb 1.55
2. C -0.11
3. N -0.30
4. C -0.20



# 6
# C26H35ClHoN9O4S2

A structure of composition C26H35ClHoN9O4S2 (the ωB97M-V functional and the def2-TZVPD basis, OMol25).

⟨S²⟩: 6.00
Energy relative to the best compared isomer or geometry (same formula, charge and spin) (kJ/mol): 167.9
Kohn-Sham gap (alpha / beta) (eV): 8.04 / 8.05
Total energy (Eh): -4010.0208
E_HOMO (alpha / beta) (eV): -7.58 / -7.58
M (g mol⁻¹): 802.14

Structure (ORCA input):
```
! RIJCOSX wB97M-V def2-TZVPD def2/J DEFGRID3
* xyz 0 5
Ho -0.272 0.164 -0.107
C 0.013 -2.380 -2.724
N 1.309 -2.660 -2.120
C 2.151 -3.701 -2.765
C 3.523 -3.513 -2.117
N 3.458 -2.120 -1.580
C 4.269 -2.078 -0.340
C 2.112 -1.689 -1.569
N 1.709 -0.542 -1.192
C 2.631 0.580 -0.819
C 2.064 1.877 -1.469
N 0.930 2.282 -0.678
C 0.541 3.546 -0.706
N 1.024 4.506 -1.542
C 1.120 4.377 -2.983
C 0.672 5.852 -0.944
C -0.558 5.505 -0.166
N -0.370 4.067 0.131
C -0.592 3.553 1.466
H -0.558 -3.306 -2.843
H 0.065 -1.766 -3.615
H -0.619 -1.796 -2.039
H 2.116 -3.556 -3.835
H 1.730 -4.711 -2.540
H 4.374 -3.516 -2.786
H 3.652 -4.239 -1.332
H 4.116 -2.972 0.215
H 4.034 -1.207 0.264
H 5.302 -2.003 -0.647
H 3.683 0.474 -1.142
H 2.682 0.665 0.245
H 1.789 1.601 -2.473
H 2.867 2.626 -1.556
H 1.281 3.361 -3.183
H 1.937 4.984 -3.422
H 0.201 4.785 -3.483
H 0.521 6.550 -1.762
H 1.465 6.281 -0.423
H -1.488 5.636 -0.671
H -0.639 6.048 0.742
H -0.547 4.375 2.141
H 0.140 2.773 1.730
H -1.629 3.129 1.500
S -3.691 -3.541 0.195
C -4.497 -2.274 -0.624
C -3.661 -1.205 -0.820
C -2.269 -1.353 -0.410
C -2.191 -2.618 0.127
C -1.024 -3.097 0.830
C -0.972 -4.372 1.363
C 0.118 -4.693 2.109
C 1.211 -3.810 2.142
C 1.110 -2.611 1.507
N -0.007 -2.208 0.881
H -5.544 -2.409 -0.897
H -3.968 -0.340 -1.405
H -1.832 -5.051 1.249
H 0.172 -5.636 2.613
H 2.143 -4.099 2.648
H 1.906 -1.857 1.475
O -0.874 1.015 -2.628
Cl -1.881 1.984 -2.220
O -3.148 1.671 -2.797
O -1.529 3.353 -2.495
O -2.040 1.774 -0.783
C -2.720 -0.549 5.825
C -2.294 -0.168 4.434
C -3.273 0.163 3.514
C -2.837 0.389 2.193
N -1.552 0.468 1.878
C -0.668 0.244 2.881
S 1.016 0.366 2.440
N -1.020 -0.159 4.140
H -3.546 -1.250 5.790
H -3.039 0.401 6.357
H -1.914 -0.942 6.444
H -4.323 0.175 3.815
H -3.570 0.399 1.365
*
```

Atomic partial charges in e from the Löwdin method, atoms 1 to 4:
1. Ho 1.43
2. C -0.03
3. N -0.08
4. C -0.10



Max |F| readings, ordered: 0.4, 3.8, 2.8, 2.1, 2.7, 3.2 eV/Å